[1]
Computed, not measured: a molecular structure, C22H33BN13W at a distorted geometry, with ωB97M-V with the def2-TZVPD basis set.

Its spin multiplicity is 2. As for the energy above the lowest of the compared OMol25 structures with the same formula, charge and spin: 40.07 kcal/mol. As for the charge: +2. Its molar mass is 674.25 u. The HOMO-LUMO gap (spin up / spin down) is 6.452 / 6.874 eV.

Structure (XYZ):
```
70
Properties=species:S:1:pos:R:3:mulliken_charge:R:1
W -0.101 -0.657 -0.606 1.974
C 3.825 -1.897 -0.213 -1.210
C 2.971 -1.127 0.738 0.521
C 3.229 -0.927 2.077 -1.201
C 2.278 -0.014 2.511 -0.258
N 1.494 0.305 1.491 1.304
N 1.887 -0.389 0.351 -0.756
B 0.593 1.632 1.436 -0.240
N 0.617 2.172 -0.053 0.459
C 1.026 3.306 -0.605 0.243
C 1.038 3.189 -1.989 -1.808
C 0.616 1.909 -2.259 0.437
C 0.514 1.249 -3.588 -1.068
N 0.320 1.293 -1.074 -0.080
N -0.851 1.167 1.685 0.632
C -1.816 1.646 2.448 0.259
C -2.975 0.919 2.214 -1.543
C -2.658 -0.014 1.257 0.683
C -3.591 -1.071 0.784 -1.512
N -1.345 0.161 0.876 -0.410
N 1.086 2.598 2.455 0.706
C 2.015 3.596 2.408 -0.241
C 2.224 4.038 3.680 -1.183
C 1.398 3.228 4.489 0.652
C 1.246 3.261 5.982 -1.192
N 0.721 2.354 3.765 -1.176
H 4.481 -2.570 0.336 0.379
H 4.459 -1.205 -0.770 0.296
H 3.268 -2.476 -0.941 0.219
H 4.034 -1.353 2.655 0.515
H 2.117 0.444 3.477 0.622
H 1.261 4.161 0.007 0.743
H 1.318 3.946 -2.703 0.546
H 1.325 1.598 -4.225 0.496
H -0.429 1.488 -4.081 0.320
H 0.589 0.167 -3.520 -0.066
H -1.612 2.443 3.144 0.627
H -3.927 1.036 2.706 0.529
H -3.928 -1.653 1.643 0.489
H -3.153 -1.765 0.081 0.283
H -4.472 -0.618 0.328 0.337
H 2.505 3.904 1.499 0.550
H 2.886 4.829 3.994 0.477
H 1.656 4.182 6.393 0.371
H 1.772 2.428 6.449 0.263
H 0.198 3.197 6.269 0.328
N 0.726 -5.219 0.277 -0.588
N 0.961 -4.226 -0.640 0.752
N 1.361 -4.484 -1.860 -0.992
C 1.354 -3.265 -2.416 -0.455
N 0.987 -2.356 -1.529 0.034
N 0.725 -2.985 -0.386 0.028
H 1.273 -6.032 0.021 0.325
H 0.868 -4.849 1.208 0.284
H 1.618 -3.063 -3.441 0.486
C -1.763 -1.569 -3.993 -1.713
C -2.496 -1.127 -2.708 2.939
C -3.796 -1.945 -2.643 -1.801
C -2.817 0.366 -2.742 -1.622
C -1.578 -1.525 -1.556 -1.919
H -2.369 -1.284 -4.856 0.504
H -1.635 -2.654 -4.024 0.380
H -0.786 -1.101 -4.103 0.217
H -4.372 -1.773 -3.555 0.454
H -4.428 -1.662 -1.805 0.336
H -3.590 -3.016 -2.578 0.414
H -3.208 0.653 -3.720 0.455
H -1.950 0.996 -2.541 0.189
H -3.575 0.622 -1.997 0.255
H -1.621 -2.610 -1.411 0.722
```

[2]
Computed, not measured: a molecular structure, C22H33Cl2LaN4O3 at a distorted geometry, with ωB97M-V with the def2-TZVPD basis set.

As for the energy above the lowest of the compared OMol25 structures with the same formula, charge and spin: 14.05 kcal/mol. As for the charge: 0. Its molar mass is 611.34 u. The HOMO-LUMO gap is 5.874 eV.

Structure (XYZ):
```
65
Properties=species:S:1:pos:R:3:mulliken_charge:R:1
O -4.255 1.360 -1.208 -0.493
C -4.695 2.152 -2.018 -0.101
C -5.341 1.791 -3.325 0.683
C -5.455 0.437 -3.697 -0.375
H -5.075 -0.338 -3.026 0.395
C -6.050 0.103 -4.918 -0.394
H -6.137 -0.948 -5.208 0.353
C -6.535 1.116 -5.770 -0.374
H -6.999 0.855 -6.723 0.352
C -6.424 2.468 -5.395 -0.473
H -6.798 3.262 -6.051 0.347
C -5.828 2.801 -4.173 -0.490
H -5.726 3.846 -3.851 0.276
H -4.679 3.258 -1.845 0.265
C 1.529 1.411 -2.532 -1.570
C 2.248 0.949 -1.340 0.135
H 2.294 1.860 -3.191 0.417
H 0.748 2.157 -2.258 0.236
H 1.021 0.562 -3.053 0.253
C 3.409 1.086 -0.750 0.221
C 4.502 1.870 -1.403 -1.439
H 3.669 0.638 0.242 0.214
H 4.168 2.193 -2.389 0.334
H 5.380 1.237 -1.495 0.266
H 4.712 2.732 -0.776 0.273
La 0.643 -0.341 -0.157 1.778
Cl 0.464 -2.318 -2.013 -0.656
Cl -1.481 1.254 -0.613 -0.638
C 3.344 -1.946 -0.037 0.169
O 2.555 -1.524 0.879 -0.600
N 4.495 -2.472 0.326 0.271
C 4.774 -2.543 1.759 -0.796
C 5.440 -2.987 -0.644 -0.893
H 3.105 -1.825 -1.119 0.218
H 3.957 -2.081 2.330 0.082
H 5.711 -2.021 1.955 0.332
H 4.875 -3.593 2.041 0.339
H 5.002 -2.804 -1.630 0.273
H 5.562 -4.057 -0.454 0.325
H 6.381 -2.444 -0.516 0.313
H 2.024 2.297 4.758 0.337
H -0.582 2.312 5.233 0.307
C 1.776 2.638 3.752 -0.904
C -0.722 2.653 4.205 -0.871
N 0.419 2.199 3.430 0.276
H 2.490 2.223 3.027 0.174
C 0.278 1.387 2.407 0.484
O 1.330 0.981 1.798 -0.719
H -1.604 2.198 3.745 0.259
H -0.743 1.064 2.094 0.120
H 1.797 3.727 3.725 0.347
H -0.749 3.743 4.138 0.319
N 0.870 -1.799 3.278 -0.132
C -0.274 -2.268 2.717 0.691
C -1.101 -3.181 3.410 -1.046
C -2.264 -3.616 2.794 -0.190
C -2.607 -3.165 1.514 -1.057
C -1.746 -2.271 0.897 0.014
N -0.617 -1.816 1.472 0.115
H 1.527 -1.136 2.838 -0.063
H 1.123 -2.148 4.204 0.212
H -0.773 -3.481 4.400 0.344
H -2.907 -4.316 3.318 0.390
H -3.513 -3.491 0.997 0.395
H -1.940 -1.886 -0.105 0.370
```

[3]
Computed, not measured: 5 unconnected molecules or ions with the total composition C22H33ClNO14P2 at a distorted geometry, with ωB97M-V with the def2-TZVPD basis set.

As for the charge: +1. Its molar mass is 632.90 u. The HOMO-LUMO gap is 7.157 eV.

Structure (XYZ):
```
73
Properties=species:S:1:pos:R:3:mulliken_charge:R:1
C -6.098 2.916 -3.804 -1.492
C -5.413 2.691 -2.463 0.738
N -5.167 3.796 -1.731 0.021
C -4.530 3.755 -0.540 -0.490
C -4.119 2.531 -0.047 0.215
P -3.218 2.547 1.573 0.636
O -4.094 2.764 2.756 -0.665
C -4.350 1.328 -0.759 -0.636
C -5.015 1.426 -2.012 0.229
P -5.225 -0.203 -2.908 0.225
O -6.823 -0.401 -3.252 -0.433
Cl -4.212 0.082 -4.727 -0.205
H -6.976 3.574 -3.666 0.425
H -6.434 1.989 -4.279 0.316
H -5.361 3.404 -4.467 0.372
H -5.446 4.706 -2.094 0.300
H -4.354 4.701 -0.021 0.429
H -2.245 3.577 1.433 0.124
H -2.555 1.298 1.630 0.047
H -4.032 0.340 -0.380 0.522
H -7.279 0.433 -3.448 0.363
C 1.782 1.346 1.186 -1.464
C 0.950 0.105 0.974 0.572
C 1.103 -0.514 -0.389 -0.318
O -0.175 -1.152 -0.572 -0.353
C -1.068 -0.461 0.156 0.595
O -2.259 -0.594 0.077 -0.562
O -0.461 0.410 0.993 -0.232
H 2.836 1.147 0.991 0.377
H 1.445 2.157 0.537 0.378
H 1.681 1.700 2.213 0.351
H 1.150 -0.620 1.767 0.254
H 1.908 -1.240 -0.429 0.204
H 1.241 0.216 -1.181 0.175
C 2.923 -1.532 -6.295 -1.467
C 2.638 -1.862 -4.849 0.443
C 1.727 -0.877 -4.162 -0.606
O 2.147 -0.981 -2.796 -0.137
C 3.453 -1.367 -2.813 0.494
O 4.164 -1.351 -1.859 -0.466
O 3.828 -1.765 -4.050 -0.361
H 1.999 -1.429 -6.864 0.374
H 3.499 -0.609 -6.377 0.365
H 3.524 -2.319 -6.752 0.364
H 2.255 -2.883 -4.764 0.256
H 0.675 -1.138 -4.264 0.405
H 1.873 0.154 -4.494 0.311
C -3.451 1.361 7.696 -1.467
C -2.486 2.191 6.883 0.542
C -2.784 2.209 5.408 -0.542
O -1.489 2.420 4.836 -0.282
C -0.580 1.912 5.714 0.608
O 0.569 1.740 5.462 -0.542
O -1.164 1.625 6.905 -0.349
H -4.480 1.683 7.533 0.368
H -3.362 0.303 7.442 0.362
H -3.225 1.449 8.759 0.368
H -2.428 3.205 7.290 0.272
H -3.464 3.008 5.126 0.369
H -3.177 1.260 5.036 0.294
C 6.185 -2.999 -0.518 -1.322
C 6.766 -3.908 0.540 0.544
C 8.016 -4.633 0.112 -0.510
O 7.962 -5.824 0.901 -0.324
C 6.650 -6.070 1.163 0.615
O 6.232 -7.082 1.621 -0.521
O 5.880 -4.999 0.826 -0.341
H 6.925 -2.277 -0.867 0.392
H 5.820 -3.574 -1.370 0.315
H 5.333 -2.454 -0.120 0.254
H 6.929 -3.351 1.467 0.264
H 8.922 -4.069 0.326 0.320
H 8.011 -4.915 -0.945 0.324
```

[4]
Computed, not measured: a molecular structure, C22H33IIrN2O3SSb at a distorted geometry, with ωB97M-V with the def2-TZVPD basis set.

Its spin multiplicity is 5. As for the energy above the lowest of the compared OMol25 structures with the same formula, charge and spin: 9.23 kcal/mol. As for the charge: +2. Its molar mass is 846.46 u. The HOMO-LUMO gap (spin up / spin down) is 7.189 / 5.822 eV.

Structure (XYZ):
```
64
Properties=species:S:1:pos:R:3:mulliken_charge:R:1
Ir 0.287 -1.120 -1.315 2.556
C 4.578 -1.967 1.132 -1.278
C 3.374 -1.600 1.924 0.596
N 3.482 -1.292 3.183 -0.496
C 2.415 -0.985 3.928 -0.803
C 1.103 -1.106 3.461 0.304
C -0.076 -0.816 4.353 -0.959
O -1.087 -0.166 3.590 -0.504
C 0.908 -1.446 2.126 0.178
C -0.400 -1.873 1.674 -0.634
N -0.822 -1.924 0.466 -0.532
C -2.078 -2.511 0.192 -0.162
C -3.149 -2.398 1.084 0.205
C -4.350 -3.040 0.843 -0.975
C -4.512 -3.810 -0.300 -0.586
C -3.486 -3.883 -1.231 -0.471
C -2.299 -3.217 -0.989 0.218
I -0.796 -3.266 -2.503 0.051
C 2.059 -1.557 1.266 1.180
O 2.001 -1.609 0.013 -1.099
H 5.244 -2.570 1.746 0.443
H 5.134 -1.070 0.847 0.266
H 4.303 -2.501 0.226 0.323
H 2.622 -0.673 4.946 0.423
H 0.255 -0.191 5.184 0.507
H -0.460 -1.753 4.777 0.341
H -1.670 0.312 4.188 0.348
H -1.028 -2.296 2.457 0.922
H -3.026 -1.779 1.965 0.530
H -5.160 -2.934 1.552 0.449
H -5.433 -4.348 -0.480 0.438
H -3.617 -4.444 -2.146 0.412
C 2.232 3.400 1.264 -1.250
C 1.365 2.148 1.167 -0.363
Sb 1.209 1.445 -0.880 -0.068
C 0.147 3.129 -1.733 -0.386
C 0.428 3.354 -3.212 -1.312
C 3.267 1.533 -1.556 -0.403
C 3.407 1.205 -3.039 -1.130
H 2.181 3.807 2.274 0.417
H 1.904 4.186 0.583 0.291
H 3.278 3.178 1.051 0.333
H 0.343 2.333 1.500 0.445
H 1.773 1.344 1.779 0.105
H 0.433 3.993 -1.133 0.439
H -0.907 2.922 -1.555 0.104
H 1.465 3.640 -3.381 0.373
H -0.195 4.165 -3.591 0.388
H 0.211 2.461 -3.803 0.322
H 3.802 0.810 -0.939 0.166
H 3.637 2.532 -1.326 0.490
H 2.882 0.284 -3.304 0.262
H 4.458 1.068 -3.295 0.381
H 3.022 2.008 -3.664 0.281
C -3.440 0.754 -3.514 -1.115
S -3.050 -0.024 -1.937 0.594
C -3.895 1.138 -0.846 -1.056
O -1.564 0.284 -1.722 -0.724
H -2.978 1.740 -3.549 0.328
H -4.523 0.823 -3.616 0.436
H -3.041 0.122 -4.305 0.356
H -4.969 0.979 -0.931 0.449
H -3.639 2.163 -1.112 0.397
H -3.562 0.911 0.165 0.260
```